9
Properties=species:S:1:pos:R:3:forces:R:3:nbo_charge:R:1 method="wB97M-V/def2-TZVPD" homo_ev=-8.8 gap_ev=7.2860 multiplicity=1 de_lowest_ev=0.419 e_tot_ev=-36117.707 e_lumo_ev=-1.490
S 1.267 2.126 -0.023 -0.861 -0.878 0.645 0.1254
S 2.216 -0.588 -0.420 0.196 -0.742 0.096 0.0830
S -1.852 0.820 -0.445 1.729 -0.357 0.746 -0.1611
N -0.660 -1.366 0.288 -2.706 -1.100 -0.214 -0.7342
C -0.492 -0.098 0.029 -1.016 2.069 -1.252 0.0796
C 0.987 0.369 -0.040 -1.093 1.759 -0.407 -0.3711
H -1.593 -1.765 0.014 1.441 0.689 0.681 0.4190
H 0.021 2.447 0.449 0.518 -0.077 -0.371 0.1597
H 0.107 -1.945 0.148 1.792 -1.364 0.076 0.3998



17
Properties=species:S:1:pos:R:3:forces:R:3:nbo_charge:R:1 method="wB97M-V/def2-TZVPD" homo_ev="-12.4 / -12.9" gap_ev="6.8477 / 7.6119" multiplicity=1 de_lowest_ev=4.758 e_tot_ev=-19134.973 e_lumo_ev="-5.550 / -5.307" charge=+1
S 2.231 -0.488 -0.035 -1.459 -0.853 -0.705 0.6957
N -0.390 1.668 -0.620 1.566 0.564 -0.774 -0.3035
N -0.290 -1.524 -0.087 -1.621 -3.259 1.467 -0.5361
C 1.688 0.968 0.548 1.029 -0.454 1.371 -0.4455
C 0.723 1.825 -0.012 -1.677 0.069 -2.405 -0.0029
C 0.865 -1.207 -0.846 2.677 -0.178 -0.666 -0.4741
C -1.318 0.652 -0.357 -2.520 0.350 -0.426 -0.2841
C -0.941 -0.393 0.589 -0.076 0.461 1.849 -0.2733
H 1.223 2.734 -0.308 0.167 0.869 0.494 0.2430
H -0.109 -2.292 0.651 -0.057 1.330 -0.932 0.4288
H -1.820 0.109 -1.234 0.827 1.473 0.577 0.2286
H -2.116 1.298 0.105 0.064 -1.080 -0.285 0.2611
H 1.004 -2.071 -1.536 0.831 1.227 0.358 0.2429
H -0.319 0.030 1.402 0.341 -0.625 -0.649 0.2395
H -0.907 -2.102 -0.761 0.432 1.701 1.197 0.4548
H -1.796 -0.665 1.162 -0.908 -1.069 0.042 0.2503
H 2.271 1.457 1.339 0.382 -0.526 -0.514 0.2749



23
Properties=species:S:1:pos:R:3:forces:R:3:nbo_charge:R:1 method="wB97M-V/def2-TZVPD" homo_ev=-9.2 gap_ev=9.7077 multiplicity=1 de_lowest_ev=2.817 e_tot_ev=-12021.401 e_lumo_ev=0.475
O 1.638 -3.648 1.784 -1.543 -1.769 1.911 -0.9360
O 1.627 -0.386 -1.183 -1.520 -0.963 -2.170 -0.7699
O 0.264 -0.294 2.739 -0.602 -4.132 -2.884 -0.9699
N 0.126 1.326 -0.226 -0.368 -2.042 -0.323 -0.6654
C -1.374 0.984 -0.498 1.184 3.778 3.608 -0.0492
C 1.177 1.015 -1.177 1.397 -0.382 -0.909 0.0727
C -1.997 -0.366 -0.685 -0.641 -2.452 -0.263 -0.6631
C -1.713 2.139 -1.478 -1.341 -0.777 -1.874 -0.6255
H 1.140 -2.929 2.154 -0.419 0.552 0.368 0.4726
H 0.701 0.366 3.159 0.954 3.265 2.245 0.4846
H -2.714 -0.716 0.114 0.702 1.039 -0.398 0.2160
H -1.254 -1.173 -0.636 0.107 0.218 -0.347 0.2350
H 2.172 1.417 -0.770 -1.740 0.489 -0.833 0.1857
H -2.616 -0.538 -1.587 0.689 0.451 -0.003 0.2194
H -1.671 1.201 0.655 -0.027 0.348 -2.719 0.1794
H 2.169 -3.250 1.162 1.944 1.337 -2.287 0.4636
H 0.972 1.309 -2.356 0.260 -0.254 3.358 0.1687
H -2.785 2.378 -1.577 0.128 -0.397 0.321 0.2097
H -1.235 3.115 -1.327 0.247 -0.673 0.458 0.2322
H 0.337 0.938 0.719 0.311 0.258 -1.266 0.3859
H -0.681 -0.370 2.736 -0.372 0.834 0.638 0.4928
H -1.463 1.812 -2.551 -0.059 0.317 1.436 0.1985
H 1.261 -0.847 -2.008 0.709 0.955 1.929 0.4622



13
Properties=species:S:1:pos:R:3:forces:R:3:nbo_charge:R:1 method="wB97M-V/def2-TZVPD" homo_ev=-9.6 gap_ev=10.3777 multiplicity=1 de_lowest_ev=1.613 e_tot_ev=-10283.185 e_lumo_ev=0.800
O 0.600 -0.716 1.145 0.110 0.313 -0.016 -0.5991
O -1.398 0.273 -0.208 0.006 -0.170 -0.021 -0.5148
N -0.853 -1.637 -1.377 -0.331 0.214 0.293 -0.7107
N 1.824 1.163 1.012 0.004 0.094 0.109 -0.8162
C -1.406 -1.082 -0.390 -0.225 -0.173 -0.308 0.4306
C -0.151 0.874 -0.473 0.119 0.023 0.011 -0.1806
C 0.784 0.371 0.633 0.046 -0.246 0.164 0.6531
H -0.292 1.959 -0.447 0.006 -0.190 0.083 0.1999
H 2.269 0.845 1.862 0.126 0.089 -0.122 0.4031
H 1.786 2.158 0.874 -0.008 0.003 -0.122 0.3898
H -1.980 -1.553 0.413 -0.040 -0.007 -0.304 0.1603
H 0.228 0.590 -1.461 0.057 0.003 0.177 0.2310
H -1.037 -2.636 -1.363 0.129 0.046 0.057 0.3536



33
Properties=species:S:1:pos:R:3:forces:R:3:nbo_charge:R:1 method="wB97M-V/def2-TZVPD" homo_ev="-5.3 / -7.3" gap_ev="4.3157 / 7.3696" multiplicity=1 e_tot_ev=-22496.410 e_lumo_ev="-0.997 / 0.028"
Hg -0.265 0.297 -1.832 0.227 -0.150 0.697 0.5342
N 0.477 0.334 1.850 -0.824 -0.886 -1.923 -0.5326
C -2.979 2.092 3.362 -0.116 -0.157 -0.352 -0.2362
C 4.941 -1.202 1.402 -0.517 0.288 0.238 -0.1990
C 0.640 1.637 4.250 0.926 0.214 0.765 -0.2263
C 2.704 -0.364 1.795 0.052 0.172 0.319 -0.0022
C -0.599 1.587 3.577 -1.356 -0.084 -0.844 -0.0783
C 2.285 -0.931 0.594 -0.324 -0.152 -0.504 -0.1873
C -1.888 0.780 1.635 0.162 0.155 0.183 -0.2580
C 4.516 -1.749 0.182 -0.646 0.090 -0.110 -0.2398
C -0.672 0.892 2.329 -0.745 0.421 0.571 0.1922
C -1.789 2.183 4.069 0.443 -0.272 -0.261 -0.1948
C 4.042 -0.499 2.217 0.000 -0.313 -0.567 -0.2206
C 1.661 0.353 2.509 0.910 0.019 0.534 0.1133
C 1.762 1.020 3.730 -0.166 -0.187 -0.481 -0.2108
C -0.877 0.684 -3.833 -0.387 0.304 -1.249 -1.0878
C -3.033 1.390 2.139 0.193 0.160 0.447 -0.2017
C 3.169 -1.614 -0.228 0.430 -0.029 0.136 -0.1884
H 5.977 -1.320 1.723 -0.288 0.040 -0.127 0.2167
H -1.904 0.218 0.697 -0.054 0.199 0.279 0.2023
H -1.290 -0.238 -4.263 0.139 0.262 0.168 0.2150
H 2.728 1.028 4.226 -0.264 0.094 0.058 0.2183
H 5.223 -2.280 -0.457 -0.208 0.131 0.201 0.2163
H 4.344 -0.051 3.165 0.080 -0.208 -0.330 0.2135
H -3.883 2.561 3.753 0.269 -0.132 -0.117 0.2141
H 0.697 2.168 5.198 0.004 -0.104 -0.155 0.2095
H -1.734 2.717 5.019 -0.100 -0.122 -0.251 0.2110
H -3.970 1.323 1.588 0.216 0.002 0.157 0.2137
H 1.159 -0.722 0.374 4.576 -2.996 -2.494 0.1150
H -0.001 1.014 -4.409 -0.263 -0.114 0.209 0.2157
H 0.562 -0.225 0.868 -2.829 3.528 4.500 0.3298
H -1.642 1.474 -3.820 0.256 -0.262 0.028 0.2160
H 2.822 -2.034 -1.174 0.203 0.088 0.273 0.2167



23
Properties=species:S:1:pos:R:3:forces:R:3:nbo_charge:R:1 method="wB97M-V/def2-TZVPD" homo_ev=-8.4 gap_ev=9.1544 multiplicity=1 de_lowest_ev=2.882 e_tot_ev=-19838.891 e_lumo_ev=0.781
P 1.467 -0.291 -0.579 -3.375 -1.368 1.549 1.7012
O 2.090 0.405 -1.707 0.874 0.308 -0.533 -1.0784
C -0.927 -0.325 -1.032 4.688 3.892 -2.102 -0.4869
C -2.974 1.017 -0.404 -0.058 2.026 0.062 -0.4168
C 2.092 1.768 1.209 -0.842 -3.954 -4.239 -0.3239
C -2.141 0.999 0.851 -1.184 -2.910 0.328 -0.4248
C -1.487 0.929 -0.462 1.371 -0.862 -0.036 -0.2852
C 1.571 -3.072 -0.530 -1.196 -2.830 -0.440 -0.3556
C 1.427 0.599 1.022 1.269 1.140 -0.419 -0.5889
C 2.082 -2.033 0.027 1.905 4.514 0.925 -0.5143
H 2.043 2.217 2.089 0.044 2.194 3.666 0.1885
H 1.700 -4.103 -0.159 0.373 0.541 -0.354 0.2060
H -0.868 1.775 -0.779 -0.696 0.053 0.144 0.2329
H 0.876 -2.978 -1.362 -0.066 0.056 0.210 0.2059
H 2.671 2.124 0.368 0.035 0.457 0.135 0.2149
H 0.900 0.135 1.840 -0.314 -0.127 0.077 0.2229
H -1.304 -1.219 -0.773 -1.427 -3.040 0.856 0.1818
H -3.545 0.104 -0.587 -0.050 0.730 -0.295 0.2218
H -3.290 2.056 -0.644 -0.640 -1.272 -0.193 0.2213
H -0.837 -0.080 -2.145 0.003 -1.148 1.344 0.2203
H -2.371 0.101 1.448 0.771 0.048 -0.482 0.2031
H -2.111 1.786 1.507 0.276 2.272 0.925 0.2145
H 2.934 -1.914 0.803 -1.759 -0.720 -1.129 0.2397



16
Properties=species:S:1:pos:R:3:forces:R:3:nbo_charge:R:1 method="wB97M-V/def2-TZVPD" homo_ev="-6.2 / -5.8" gap_ev="7.1374 / 6.5167" multiplicity=1 de_lowest_ev=4.173 e_tot_ev=-8865.040 e_lumo_ev="0.951 / 0.754"
O 1.078 0.410 1.855 -0.185 -0.139 0.328 -0.4760
N 0.749 -0.199 -0.228 -0.510 0.385 -0.599 -0.3243
C 1.644 -0.059 0.729 0.436 0.129 0.138 0.2620
C -1.688 -0.653 -0.316 -0.272 0.032 -0.139 -0.6379
C -0.369 0.468 1.646 -0.108 0.000 0.348 -0.0863
C -0.525 0.121 0.201 -0.200 0.077 0.263 -0.0933
C 0.977 0.239 -1.607 0.263 0.006 -0.325 -0.3932
H -1.962 -1.495 0.347 0.069 0.084 -0.035 0.1896
H -0.845 -0.235 2.354 -0.050 -0.043 -0.047 0.1486
H -2.578 -0.021 -0.417 0.024 -0.147 0.030 0.2110
H 0.092 0.027 -2.208 0.239 -0.154 0.121 0.2165
H 1.081 1.326 -1.549 0.115 -0.142 -0.266 0.2085
H -1.493 -1.089 -1.306 0.008 0.144 0.217 0.2103
H 1.853 -0.208 -2.067 0.162 -0.175 0.069 0.1966
H 2.719 -0.113 0.671 -0.161 0.180 -0.236 0.1936
H -0.715 1.484 1.898 0.171 -0.237 0.133 0.1743